Entry 1:
C29H15Br2CsN7O4Se | wB97M-V/def2-TZVPD

Last column: Mulliken charge in e.
Cartesian coordinates (Å):
Cs 0.035806 0.002135 -0.076856  2.30
O 0.393398 3.514698 -3.011283  -0.81
C 0.396032 2.456994 -2.361705  0.09
O 0.254855 2.280825 -1.124978  -0.60
C 0.583227 1.159187 -3.197046  -0.25
C 0.822572 1.204280 -4.566786  -0.54
C 0.949604 0.002071 -5.250127  -0.33
C 0.824476 -1.200245 -4.566229  -0.53
C 0.585031 -1.155002 -3.196642  -0.25
N 0.478690 0.002318 -2.560619  0.41
C 0.399655 -2.453123 -2.361085  0.08
O 0.400028 -3.510963 -3.010608  -0.81
O 0.257377 -2.276496 -1.124818  -0.60
H 0.894324 2.169795 -5.047736  0.51
H 1.136328 0.001827 -6.318877  0.38
H 0.897635 -2.166076 -5.046347  0.52
Br -6.549289 3.974335 -0.068630  -0.21
C -4.990534 2.883640 -0.015228  0.04
C -3.742563 3.473622 -0.027392  -0.83
C -2.643412 2.619907 0.029103  -0.40
N -2.759868 1.305561 0.095409  0.17
C -3.965904 0.744663 0.076258  0.51
C -5.130440 1.508503 0.027043  -0.76
C -3.965037 -0.745073 0.076274  0.52
C -5.128697 -1.510283 0.026976  -0.78
C -4.987091 -2.885280 -0.015168  0.03
Br -6.544577 -3.977756 -0.068642  -0.21
C -3.738395 -3.473706 -0.027141  -0.82
C -2.640271 -2.618748 0.029398  -0.40
N -2.758377 -1.304523 0.095639  0.17
H -3.622569 4.545167 -0.086696  0.43
H -1.627237 3.001700 -0.009081  0.49
H -6.113993 1.062547 0.015376  0.42
H -6.112796 -1.065538 0.015172  0.42
H -3.617216 -4.545127 -0.086328  0.43
H -1.623616 -2.999269 -0.008647  0.48
Se 6.093786 0.000139 6.086698  0.20
N 4.319628 0.000125 6.153718  -0.86
C 3.890724 0.000131 4.915424  1.04
C 2.489162 0.000138 4.553098  0.52
C 1.468126 0.000042 5.505582  -0.48
C 0.159030 0.000024 5.083911  -0.89
C -0.092041 0.000130 3.710524  -0.22
N 0.857285 0.000294 2.799283  0.29
C 2.134111 0.000294 3.191457  -0.62
C 3.169269 0.000270 2.149604  -1.11
N 2.764414 0.000324 0.877999  0.20
C 3.662538 0.000091 -0.082604  -0.28
C 5.038947 -0.000149 0.157138  -0.91
C 5.474659 -0.000091 1.460866  -0.51
C 4.532320 0.000091 2.492859  0.55
C 4.907081 0.000117 3.891131  1.02
N 6.147800 0.000111 4.312338  -0.85
H 1.731844 -0.000028 6.555181  0.50
H -0.658294 -0.000109 5.792149  0.41
H -1.111770 0.000115 3.334063  0.40
H 3.274788 -0.000016 -1.096334  0.40
H 5.739218 -0.000305 -0.666616  0.42
H 6.526922 -0.000204 1.713377  0.51

Cartesian forces (eV/Å) of the 2 atoms listed first:
-1.4080 0.0006 3.7753
-0.0034 -0.0929 0.1147

E_HOMO: -5.09 eV
Frontier orbital gap: 6.032 eV
Total charge: -1

=====

Entry 2:
C29H17ClEuF5IN4O6S2 | wB97M-V/def2-TZVPD

Last column: Mulliken charge in e.
Cartesian coordinates (Å):
Eu 0.442377 -0.908440 -0.478682  1.11
I -0.598692 0.616753 -3.568445  0.19
C -1.422085 2.342429 -2.796696  0.22
C -1.860108 3.309886 -3.657773  -0.62
C -2.429754 4.500442 -3.149054  -0.44
C -2.537389 4.677340 -1.803842  -0.91
C -2.084127 3.683574 -0.895686  1.19
C -2.196532 3.890303 0.502951  -0.97
C -1.755317 2.916058 1.352894  -1.40
C -1.175735 1.727638 0.846486  -0.20
C -1.007485 1.435487 -0.496721  -0.41
C -1.507985 2.468299 -1.367932  0.57
H -1.772340 3.167333 -4.726942  0.36
H -2.777076 5.265166 -3.834815  0.35
H -2.974329 5.585836 -1.399681  0.32
H -2.643487 4.807854 0.874092  0.28
H -1.846160 3.057014 2.427541  0.47
H -0.815143 1.030222 1.600598  0.31
O 0.754086 -0.710742 1.893358  -0.54
Cl 0.793778 -2.032884 2.593888  1.12
O -0.370840 -1.994206 3.533986  -0.82
O -1.917310 -1.534569 1.271589  -0.18
O 2.018501 -2.131629 3.383892  -0.69
N 1.412446 5.191942 3.037647  -0.34
C 2.507136 4.370675 3.054673  -0.04
O 3.390352 4.489582 3.884277  -0.66
C 2.517888 3.337853 1.968062  0.94
C 1.869228 3.573255 0.762361  -0.53
C 1.816562 2.544784 -0.160597  -0.67
N 2.348487 1.344669 0.054180  -0.19
C 3.018198 1.143967 1.187064  -0.14
C 3.139103 2.117949 2.171797  -0.77
H 1.309108 5.819908 3.814392  0.22
H 0.598463 4.915959 2.512640  0.22
H 1.395502 4.517266 0.528679  0.65
H 1.291102 2.678216 -1.097857  0.54
H 3.425561 0.148809 1.314825  0.26
H 3.651284 1.901877 3.098684  0.44
S -3.457534 -4.025478 -2.591292  -0.32
C -2.061356 -2.975835 -2.487337  -0.33
N -1.866696 -2.423729 -1.342827  0.57
C -2.844893 -2.822488 -0.442564  -0.36
C -2.855663 -2.422576 0.903631  0.34
C -3.824389 -2.945801 1.736909  -0.78
C -4.783035 -3.838723 1.231892  -0.41
C -4.799117 -4.226716 -0.091526  -0.64
C -3.800744 -3.705276 -0.924063  0.55
H -1.395455 -2.843976 -3.333519  0.40
H -1.614472 -1.645952 2.201628  0.10
H -3.833955 -2.659471 2.781031  0.45
H -5.532463 -4.233513 1.907639  0.35
H -5.543236 -4.918278 -0.462535  0.38
F 4.857870 -0.962074 -0.504016  -0.37
C 4.173961 -2.159070 -0.486020  0.23
C 2.833099 -2.216141 -0.252470  -0.04
C 2.330638 -3.484227 -0.264689  0.40
F 0.966660 -3.695274 -0.089574  -0.30
C 3.053268 -4.641858 -0.485688  -0.29
F 2.498257 -5.872932 -0.486239  -0.36
C 4.412180 -4.518677 -0.722391  0.85
F 5.170189 -5.614542 -0.943424  -0.36
C 4.983661 -3.260371 -0.727153  -0.12
F 6.311878 -3.153034 -0.961075  -0.34
O 0.291111 -3.225895 -4.838203  -0.66
S 1.330823 -2.704054 -3.913013  0.05
N 0.992140 -2.069940 -2.648919  -0.25

Cartesian forces (eV/Å) of the 2 atoms listed first:
-0.3469 0.2591 -1.0117
0.2246 -0.3886 -0.2012

<S²>: 15.76
Energy relative to the best compared isomer or geometry (same formula, charge and spin): 0.0000 eV
E_HOMO (spin up / spin down): -1.24 / -2.65 eV
Multiplicity: 8
Frontier orbital gap (spin up / spin down): 5.183 / 6.589 eV
Total charge: -2

=====

- What is the formula in the second record?
  C29H17ClEuF5IN4O6S2